No. 1
This record from OMol25 describes one molecule with the formula C2H5NS2 at a distorted geometry. The level of theory is ωB97M-V with the def2-TZVPD basis set.

XYZ file:
```
10
C2H5NS2 ωB97M-V with the def2-TZVPD basis set
C 1.07844 0.74306 1.01841
S 1.04980 0.51484 -0.76784
N -0.10047 -0.73983 -0.95405
C -1.39476 -0.58207 -0.81310
S -2.17061 0.81633 -0.42547
H 1.41169 -0.20319 1.48244
H 0.05385 1.05531 1.35679
H 1.75469 1.55096 1.17712
H 0.27876 -1.70007 -1.00098
H -1.96140 -1.45535 -1.07332
```

Calculated values
E	-930.307194	hartree
orbital gap	0.3285	Ha
M	107.20	g mol⁻¹
SMILES string	CSNC=S

Just the Mulliken charges please, in e? Sure, here they are: number 1, C, carries -0.679; number 2, S, carries 0.003; number 3, N, carries -0.250; number 4, C, carries -0.115; number 5, S, carries -0.326; number 6, H, carries 0.247; number 7, H, carries 0.229; number 8, H, carries 0.288; number 9, H, carries 0.279; number 10, H, carries 0.324

No. 2
This record from OMol25 describes one molecule with the formula C2H5NS2 at a distorted geometry. The level of theory is ωB97M-V with the def2-TZVPD basis set.

XYZ file:
```
10
C2H5NS2 ωB97M-V with the def2-TZVPD basis set
C 0.38103 0.14355 0.36546
C 1.48805 -0.56549 -0.31027
N -2.37127 1.20261 -0.08369
S -0.54636 -0.74878 1.55242
S -1.31907 -0.20991 -0.27306
H 0.55799 1.25172 0.60651
H 2.22981 -0.75392 0.54465
H 1.68098 0.21256 -1.05202
H 1.13327 -1.40323 -0.81960
H -3.23444 0.87088 -0.53040
```

Calculated values
E	-930.131185	hartree
orbital gap (alpha / beta)	0.2233 / 0.2592	Ha
M	107.20	g mol⁻¹
expectation value of S²	2.01
spin multiplicity	3

Just the Mulliken charges please, in e? Sure, here they are: number 1, C, carries -0.068; number 2, C, carries -0.923; number 3, N, carries -0.361; number 4, S, carries -0.258; number 5, S, carries 0.021; number 6, H, carries 0.426; number 7, H, carries 0.294; number 8, H, carries 0.266; number 9, H, carries 0.332; number 10, H, carries 0.272

No. 3
This record from OMol25 describes one molecule with the formula C2H5NSi at a distorted geometry. The level of theory is ωB97M-V with the def2-TZVPD basis set.

XYZ file:
```
9
C2H5NSi ωB97M-V with the def2-TZVPD basis set
C 1.81912 -1.26040 -0.77467
C 0.98667 -0.40160 -0.68544
N -0.13359 0.38709 -0.58151
Si -0.97848 0.51788 0.90209
H 2.64242 -1.91466 -0.97559
H -0.73685 0.66052 -1.49814
H -0.18918 0.30314 2.04414
H -2.22636 -0.28260 1.01322
H -1.18375 1.99063 0.55590
```

Calculated values
E	-423.348146	hartree
orbital gap	0.3490	Ha
M	71.15	g mol⁻¹
SMILES string	C#CN[SiH3]

Just the Mulliken charges please, in e? Sure, here they are: number 1, C, carries -0.302; number 2, C, carries -0.172; number 3, N, carries -0.246; number 4, Si, carries 0.229; number 5, H, carries 0.414; number 6, H, carries 0.320; number 7, H, carries -0.094; number 8, H, carries -0.078; number 9, H, carries -0.072